(1)
# C3H5N3O

A gas-phase ion, C3H5N3O (charge +2) in a non-equilibrium geometry (ωB97M-V/def2-TZVPD, OMol25).

Geometry (Å):
H -1.3126 -2.8168 0.2667
N -0.7690 -2.0951 -0.0353
C -0.4437 -0.9024 0.0363
C -1.2846 0.4904 0.2779
N -0.1927 1.1884 -0.1956
O 0.0574 2.3060 -0.5160
C 0.6921 0.0398 -0.3096
N 1.9985 0.0591 -0.0727
H -2.0462 0.5144 -0.5198
H -1.6751 0.8611 1.2128
H 2.7302 -0.7245 0.0684
H 2.2456 1.0797 -0.2129

Cartesian forces, eV/Å:
-2.52 -2.11 1.05
4.88 5.39 -0.95
-3.01 -2.20 0.16
-1.83 -1.60 0.17
2.95 3.19 -1.93
-0.55 -1.28 0.89
3.75 -3.17 1.02
-2.87 1.86 -1.31
-0.31 -0.16 0.15
-0.24 0.15 0.51
-1.50 1.17 -0.40
1.25 -1.24 0.65

Properties
energy above the lowest of the compared OMol25 structures with the same formula, charge and spin	74.2	kcal/mol
net charge	+2
SMILES	[H]/N=C1\C[N+](=O)C1=[NH2+]
frontier orbital gap (alpha / beta)	6.3 / 6.3	eV
E_HOMO (alpha / beta)	-20.143 / -20.136	eV



(2)
# C3H5N3O2S

A molecular structure, C3H5N3O2S in a non-equilibrium geometry (ωB97M-V/def2-TZVPD, OMol25).

Geometry (Å):
C 0.0442 -0.9647 -0.7912
C -0.6153 -1.6821 0.0772
C -0.7438 1.2376 -0.4835
N 0.1645 0.4386 -0.8899
N 1.6761 0.0847 1.3257
N -1.8884 0.7479 0.1410
O 3.0897 0.4043 -0.8224
O -1.1284 -2.2005 0.9816
S 2.1355 0.9198 0.1516
H 0.6490 -1.5482 -1.4181
H -0.6642 2.3674 -0.4889
H 1.9419 -0.9586 1.5142
H -2.6215 1.4371 0.4785
H -2.0394 -0.2833 0.2244

Cartesian forces, eV/Å:
-0.28 0.76 -0.46
0.10 0.48 1.49
-1.91 -0.66 1.42
-0.41 0.15 -0.95
0.94 -2.00 0.76
-0.63 1.31 0.05
-0.33 -0.14 0.38
-0.26 -0.57 -0.30
0.95 -0.14 0.59
0.81 -0.53 -1.06
0.25 -1.57 -0.22
-0.40 2.57 -0.90
1.42 -1.70 -0.71
-0.24 2.05 -0.10

Properties
energy above the lowest of the compared OMol25 structures with the same formula, charge and spin	42.7	kcal/mol
frontier orbital gap	9.2	eV
E_HOMO	-8.829	eV